Entry 1:
Molecular formula: C17H23N3O3
Method: DFT, ωB97M-V/def2-TZVPD

Computed properties:
- Charge: 0
- ΔE to the lowest compared entry with this formula, charge and spin: 132.13 kcal per mole
- HOMO level: -8.156 eV
- SMILES string: CC[C@H](C)[C@H](NC(=O)[C@@H](N)Cc1c[nH]c2ccccc12)C(=O)O

Each line ends with the Mulliken charge.
Element x y z (Å)
C: -1.701 -1.978 -1.080  -0.31
C: -1.825 -1.877 0.592  -0.12
C: -0.467 -1.278 -1.664  -0.71
C: 0.696 -1.587 -0.749  1.25
C: 0.920 -2.741 0.015  -1.12
C: 1.827 -0.787 -0.675  0.49
C: 2.697 -1.429 0.328  -0.38
C: 2.138 0.442 -1.143  0.17
C: 3.868 -0.802 0.722  -0.92
C: 3.453 0.980 -0.922  -1.28
C: 4.254 0.419 0.064  -0.24
C: -0.799 0.295 1.212  1.43
C: -0.524 0.034 2.647  0.09
C: -1.103 1.843 0.923  0.86
C: 0.053 2.790 1.262  -1.49
C: -1.451 1.843 -0.585  0.68
C: -1.915 3.085 -1.282  -1.73
H: -2.889 -1.437 -2.559  0.29
H: -3.536 -2.428 -1.491  0.32
H: -1.438 -3.056 -1.228  0.45
H: -0.641 -0.243 -1.815  0.30
H: -0.122 -1.603 -2.648  0.51
H: 0.314 -3.568 0.197  0.47
H: 2.424 -3.444 1.191  0.23
H: 1.418 1.091 -1.593  0.40
H: 4.479 -1.199 1.500  0.42
H: 3.727 2.022 -1.062  0.32
H: 5.294 0.850 0.233  0.33
H: -2.628 -0.241 0.307  0.69
H: 0.083 -0.048 0.659  -1.13
H: -1.909 2.285 1.530  0.63
H: 0.689 2.962 0.379  0.31
H: 0.664 2.406 2.077  0.38
H: -0.377 3.754 1.526  0.40
H: -2.079 0.838 -0.867  0.17
H: -0.509 1.620 -1.021  -0.84
H: -2.644 3.754 -0.832  0.34
H: -1.181 3.777 -1.627  0.32
H: -2.344 2.585 -2.241  0.35
H: -0.950 -1.637 2.040  0.50
N: -3.000 -1.573 -1.539  -0.49
N: 2.141 -2.634 0.671  0.05
N: -2.020 -0.563 0.987  -0.66
O: -2.246 -2.904 1.140  -0.54
O: -0.274 0.743 3.574  -0.56
O: -0.569 -1.362 2.845  -0.59

Entry 2:
Molecular formula: C16H24N3O3ReSe2Te2
Method: DFT, ωB97M-V/def2-TZVPD

Computed properties:
- Spin multiplicity: 2
- Charge: -1
- ΔE to the lowest compared entry with this formula, charge and spin: 30.80 kcal per mole
- <S²>: 1.0322
- HOMO level (spin up / spin down): -4.291 / -4.369 eV

Each line ends with the Löwdin spin population.
Element x y z (Å)
Re: -0.713 -0.794 1.213  0.80
N: 1.887 1.246 1.680  0.00
C: 2.149 0.491 2.898  0.00
C: 0.889 0.474 3.758  0.00
O: 0.977 0.765 4.954  0.01
N: -0.250 0.125 3.130  -0.01
C: -1.448 0.224 3.954  0.00
C: -2.584 0.619 3.027  0.00
O: -3.423 1.449 3.316  0.01
O: -2.540 -0.045 1.902  0.04
H: 2.665 1.215 1.034  0.00
H: 1.712 2.217 1.913  0.00
H: 2.954 0.903 3.513  0.00
H: 2.413 -0.537 2.637  0.00
H: -1.310 0.934 4.763  0.00
H: -1.706 -0.755 4.384  0.00
Se: -2.397 -1.765 -0.453  -0.04
Te: -1.240 -4.730 1.636  -0.01
Te: -3.499 -3.266 1.199  0.01
Se: 0.084 -2.719 2.446  0.10
C: -1.315 1.090 -4.705  0.00
C: -1.070 1.206 -3.223  0.00
C: -1.553 2.297 -2.505  0.00
C: -1.342 2.382 -1.135  0.00
C: -1.921 3.498 -0.308  0.00
C: -0.577 1.406 -0.515  0.00
C: -0.081 0.281 -1.202  0.01
C: -0.382 0.194 -2.570  0.00
N: 0.532 -0.709 -0.434  0.04
C: 1.558 -1.633 -0.987  0.01
C: 2.613 -1.872 0.103  0.00
C: 2.335 -1.073 -2.197  0.00
C: 0.925 -2.976 -1.365  0.00
H: -1.899 1.933 -5.073  0.00
H: -1.852 0.169 -4.942  0.00
H: -0.367 1.068 -5.246  0.00
H: -2.116 3.074 -3.010  0.00
H: -2.498 4.190 -0.921  0.00
H: -1.132 4.058 0.199  0.00
H: -2.578 3.089 0.462  0.00
H: -0.331 1.539 0.538  0.00
H: -0.143 -0.699 -3.126  0.00
H: 3.214 -0.973 0.256  0.00
H: 3.276 -2.687 -0.191  0.00
H: 2.132 -2.143 1.038  0.00
H: 2.414 0.014 -2.155  0.00
H: 1.885 -1.356 -3.146  0.00
H: 3.344 -1.489 -2.181  0.00
H: 0.507 -3.455 -0.481  0.00
H: 1.681 -3.639 -1.795  0.00
H: 0.117 -2.838 -2.085  0.00

Entry 3:
Molecular formula: C17H11BrN6O3RuS
Method: DFT, ωB97M-V/def2-TZVPD

Computed properties:
- Spin multiplicity: 2
- Charge: -1
- ΔE to the lowest compared entry with this formula, charge and spin: 0.00 kcal per mole
- <S²>: 0.7566
- HOMO level (spin up / spin down): -5.306 / -5.279 eV

Each line ends with the Löwdin spin population.
Element x y z (Å)
Ru: 1.244 0.032 0.356  0.76
N: 1.177 -0.778 4.628  0.00
C: 1.309 -0.789 3.260  0.01
S: 1.491 0.776 2.483  0.08
N: 1.326 -1.931 2.668  0.01
N: 1.540 -1.799 1.291  -0.01
C: 1.516 -2.894 0.639  0.00
C: 1.813 -2.998 -0.784  0.00
C: 1.695 -4.256 -1.378  0.00
C: 1.938 -4.443 -2.724  0.00
C: 2.300 -3.337 -3.494  0.00
C: 2.440 -2.088 -2.924  0.00
C: 2.224 -1.892 -1.553  0.01
O: 2.455 -0.681 -1.046  0.06
H: 0.798 0.065 5.022  0.00
H: 0.835 -1.639 5.025  0.00
H: 1.280 -3.801 1.191  0.00
H: 1.404 -5.095 -0.755  0.00
H: 1.840 -5.423 -3.172  0.00
H: 2.473 -3.456 -4.557  0.00
H: 2.723 -1.225 -3.511  0.00
Br: -5.690 3.220 -0.802  0.00
C: -3.979 2.823 -0.068  0.00
C: -3.203 3.860 0.424  0.00
C: -1.969 3.553 0.975  0.00
C: -1.514 2.241 1.004  0.00
C: -2.287 1.217 0.475  0.00
C: -3.545 1.513 -0.046  0.00
C: -1.858 -0.231 0.404  0.01
O: -2.718 -1.092 0.368  0.01
O: -0.592 -0.564 0.356  0.04
H: -3.551 4.882 0.370  0.00
H: -1.349 4.350 1.368  0.00
H: -0.558 2.018 1.444  0.00
H: -4.155 0.708 -0.431  0.00
N: 1.035 1.815 -0.610  0.00
C: 0.571 2.721 -1.180  0.00
N: 0.062 3.666 -1.853  0.00
C: -0.149 4.916 -1.535  0.00
N: -0.375 6.036 -1.330  0.00

Entry 4:
Molecular formula: C3H10N2O
Method: DFT, ωB97M-V/def2-TZVPD

Computed properties:
- Charge: 0
- ΔE to the lowest compared entry with this formula, charge and spin: 42.85 kcal per mole
- HOMO level: -9.283 eV
- SMILES string: C/N=C\N.CO

Each line ends with the Mulliken charge.
Element x y z (Å)
C: -0.196 2.247 -1.896  -0.72
N: -0.714 1.159 0.620  -0.66
C: 0.597 1.610 0.196  0.16
N: 0.880 2.094 -0.922  -0.44
H: 0.243 2.430 -2.879  0.26
H: -0.810 3.110 -1.638  0.26
H: -0.845 1.377 -1.948  0.29
H: -0.677 0.141 0.692  0.25
H: -0.785 1.457 1.590  0.27
H: 1.368 1.510 0.960  0.34
C: 0.410 -3.019 0.672  -0.54
O: -0.287 -1.937 1.278  -0.50
H: -0.194 -3.522 -0.087  0.27
H: 1.274 -2.599 0.158  0.22
H: 0.744 -3.748 1.412  0.25
H: -1.007 -2.310 1.793  0.28

Entry 5:
Molecular formula: C25H63NO15
Method: DFT, ωB97M-V/def2-TZVPD

Computed properties:
- Charge: 0
- HOMO level: -9.087 eV

Each line ends with the Mulliken charge.
Element x y z (Å)
C: -3.268 3.264 1.399  -1.36
C: -1.921 2.726 0.852  -0.10
C: -0.887 2.785 2.014  -0.84
C: 0.075 1.561 2.032  1.49
C: 0.015 0.911 3.434  -2.09
N: 1.459 1.912 1.687  -0.10
C: 1.595 2.794 0.567  -0.24
O: 1.762 3.985 0.590  -0.58
C: 1.464 1.833 -0.616  0.57
C: 1.037 2.003 -1.892  -0.75
C: 1.036 0.867 -2.694  -0.84
C: 1.414 -0.370 -2.253  -0.71
C: 1.852 -0.556 -0.943  0.43
O: 2.247 -1.769 -0.483  -0.65
C: 1.861 0.550 -0.151  1.07
C: 2.229 0.756 1.321  -0.21
O: 2.977 0.144 2.038  -0.56
H: -3.934 3.475 0.558  0.41
H: -3.130 4.152 2.021  0.33
H: -3.694 2.473 2.020  0.31
H: -1.557 3.351 0.029  0.26
H: -2.110 1.696 0.539  0.25
H: -0.371 3.748 2.047  0.40
H: -1.482 2.729 2.930  0.19
H: -0.373 0.814 1.355  0.09
H: -1.025 0.854 3.770  0.51
H: 0.369 -0.123 3.360  0.35
H: 0.565 1.503 4.170  0.41
H: 0.726 2.978 -2.247  0.60
H: 0.687 0.935 -3.720  0.52
H: 1.375 -1.228 -2.916  0.70
H: 1.704 -2.063 0.268  0.29
C: -0.982 -4.006 0.457  -0.51
O: 0.276 -3.367 0.218  -0.51
H: -1.230 -3.904 1.510  0.26
H: -1.757 -3.529 -0.146  0.25
H: -0.910 -5.066 0.203  0.15
H: 0.483 -3.465 -0.715  0.23
C: 0.353 -1.937 6.374  -0.53
O: 0.516 -2.406 5.041  -0.46
H: -0.521 -2.416 6.809  0.21
H: 1.235 -2.194 6.966  0.27
H: 0.207 -0.853 6.376  0.24
H: 1.293 -1.969 4.681  0.27
C: -4.836 -2.146 -0.432  -0.61
O: -3.590 -1.506 -0.677  -0.42
H: -5.073 -2.035 0.624  0.22
H: -5.627 -1.681 -1.027  0.28
H: -4.773 -3.210 -0.676  0.24
H: -3.393 -1.613 -1.612  0.26
C: -4.496 3.482 5.133  -0.53
O: -3.190 3.004 4.797  -0.37
H: -5.142 3.354 4.268  0.07
H: -4.896 2.911 5.971  0.27
H: -4.449 4.543 5.396  0.29
H: -2.631 3.124 5.569  0.24
C: 2.899 -1.218 -6.049  -0.38
O: 1.537 -1.402 -5.655  -0.49
H: 3.188 -0.197 -5.816  0.03
H: 3.545 -1.908 -5.501  0.28
H: 3.007 -1.385 -7.124  0.31
H: 1.292 -2.307 -5.864  0.26
C: 5.699 2.073 -1.177  -0.52
O: 5.789 0.676 -1.444  -0.55
H: 6.508 2.570 -1.708  0.29
H: 4.737 2.453 -1.531  0.15
H: 5.806 2.256 -0.104  0.33
H: 5.072 0.244 -0.969  0.31
C: 1.298 -7.555 0.278  -0.51
O: -0.039 -7.690 0.752  -0.50
H: 1.636 -6.545 0.499  0.18
H: 1.954 -8.270 0.781  0.30
H: 1.338 -7.718 -0.802  0.25
H: -0.327 -8.584 0.553  0.29
C: -7.056 1.865 1.324  -0.56
O: -6.436 3.044 1.826  -0.42
H: -6.972 1.089 2.081  0.19
H: -8.113 2.049 1.115  0.30
H: -6.555 1.531 0.411  0.25
H: -6.516 3.720 1.148  0.26
C: -4.437 0.043 6.227  -0.50
O: -5.619 0.760 6.580  -0.51
H: -3.584 0.699 6.375  0.16
H: -4.326 -0.841 6.861  0.35
H: -4.475 -0.261 5.178  0.24
H: -6.364 0.169 6.442  0.28
C: 5.915 1.886 -5.232  -0.34
O: 4.660 1.731 -5.886  -0.51
H: 5.937 1.228 -4.364  0.23
H: 6.727 1.614 -5.911  0.25
H: 6.037 2.919 -4.905  0.08
H: 4.663 2.321 -6.647  0.27
C: 7.168 5.411 -6.257  -0.60
O: 6.665 4.337 -7.048  -0.47
H: 6.342 5.827 -5.687  0.23
H: 7.934 5.049 -5.567  0.27
H: 7.590 6.189 -6.897  0.30
H: 7.404 3.978 -7.547  0.28
C: -1.487 -5.660 -3.220  -0.50
O: -2.649 -4.948 -2.804  -0.47
H: -0.617 -5.024 -3.074  0.14
H: -1.374 -6.566 -2.620  0.23
H: -1.561 -5.926 -4.278  0.33
H: -3.402 -5.529 -2.939  0.28

Entry 6:
Molecular formula: C31H35F10N8O3Tl
Method: DFT, ωB97M-V/def2-TZVPD

Computed properties:
- Charge: 0
- HOMO level (spin up / spin down): -7.521 / -7.528 eV

Each line ends with the Mulliken charge.
Element x y z (Å)
Tl: -0.149 -0.253 0.507  0.80
C: 2.402 -1.324 -2.586  -1.08
N: 2.094 0.059 -2.227  0.61
C: 3.007 0.775 -1.382  -0.51
C: 3.580 -0.107 -0.262  -0.53
N: 3.747 0.545 1.018  -0.07
C: 4.817 1.140 1.414  0.61
C: 6.016 1.413 0.668  0.18
F: 6.524 0.462 -0.156  -0.30
C: 6.693 2.591 0.825  0.30
F: 7.595 3.005 -0.141  -0.29
C: 6.362 3.433 1.899  0.22
F: 6.960 4.636 2.106  -0.27
C: 5.490 2.967 2.894  0.28
F: 5.273 3.718 3.988  -0.29
C: 4.874 1.768 2.705  0.02
F: 4.114 1.284 3.711  -0.25
C: 1.294 0.770 -3.264  -0.98
C: 0.714 2.134 -2.926  -0.88
N: 0.098 2.189 -1.590  0.44
C: -0.743 3.207 -1.280  -0.55
C: -0.559 4.024 -0.115  0.61
F: 0.459 3.623 0.708  -0.24
C: -1.480 4.966 0.366  -0.31
F: -1.226 5.626 1.558  -0.33
C: -2.714 5.126 -0.283  0.89
F: -3.700 5.831 0.301  -0.31
C: -2.958 4.389 -1.448  -0.08
F: -4.170 4.547 -2.075  -0.35
C: -2.061 3.420 -1.855  0.73
F: -2.400 2.595 -2.859  -0.39
H: 3.497 -1.442 -2.895  0.34
H: 2.203 -2.048 -1.812  0.21
H: 1.853 -1.624 -3.518  0.39
H: 3.886 1.242 -1.927  0.01
H: 2.417 1.578 -0.915  0.34
H: 2.837 -0.874 0.002  -0.19
H: 4.467 -0.640 -0.638  0.36
H: 1.907 0.953 -4.169  0.35
H: 0.503 0.063 -3.587  0.49
H: 1.518 2.883 -2.973  0.34
H: 0.014 2.332 -3.750  0.45
C: -1.292 0.774 3.312  -0.52
C: 0.251 1.047 3.326  -0.76
N: 1.093 -0.038 2.741  0.42
C: 1.245 -1.339 3.376  -0.80
C: 1.024 -2.594 2.463  -0.90
N: -0.111 -2.511 1.519  -0.22
C: -1.508 -2.707 1.978  -0.87
C: -1.996 -1.601 2.884  -0.73
N: -1.778 -0.245 2.431  0.22
H: -1.806 1.697 2.938  0.11
H: -1.544 0.486 4.360  0.36
H: 0.497 1.241 4.397  0.45
H: 0.451 1.982 2.805  0.24
H: 1.952 0.340 2.385  -0.04
H: 0.561 -1.396 4.216  0.38
H: 2.268 -1.417 3.746  0.47
H: 0.892 -3.476 3.098  0.37
H: 1.939 -2.734 1.849  0.35
H: 0.106 -3.110 0.699  0.26
H: -1.607 -3.640 2.560  0.40
H: -2.131 -2.792 1.068  0.23
H: -1.601 -1.726 3.898  0.38
H: -3.097 -1.766 2.965  0.48
H: -2.507 0.053 1.726  0.10
C: -5.226 1.769 0.062  -1.39
C: -3.824 1.428 0.581  0.78
O: -3.244 2.236 1.314  -0.69
O: -3.395 0.295 0.204  -0.90
H: -5.388 2.856 -0.039  0.30
H: -6.033 1.330 0.724  0.29
H: -5.397 1.414 -0.939  0.36
N: -1.633 -6.737 -3.275  -0.35
C: -2.800 -6.124 -3.568  0.28
O: -3.660 -6.734 -4.233  -0.66
C: -3.005 -4.749 -3.070  0.54
C: -4.248 -4.140 -2.922  -0.16
C: -4.351 -2.872 -2.386  -0.86
C: -3.183 -2.218 -2.026  -0.23
N: -1.961 -2.712 -2.219  -0.16
C: -1.909 -3.910 -2.788  -0.70
H: -1.611 -7.687 -3.599  0.24
H: -0.926 -6.376 -2.650  0.19
H: -5.162 -4.731 -3.156  0.40
H: -5.324 -2.363 -2.271  0.43
H: -3.155 -1.261 -1.488  0.59
H: -0.922 -4.221 -3.037  0.49